The following is a DFT calculation (ωB97M-V/def2-TZVPD) of 2 unconnected molecules or ions with the total composition C2H5F2N3.

XYZ file:
```
12
Properties=species:S:1:pos:R:3:forces:R:3:lowdin_charge:R:1
C -1.561785 0.348091 -0.064602 -1.40 1.48 -0.34 -0.418
C 2.137350 0.106901 0.103056 -2.12 -0.70 0.59 -0.045
N -2.852540 0.500510 0.163958 0.44 0.12 -0.26 0.391
N 3.018547 -0.645624 -0.338118 2.56 -0.57 -0.92 0.299
N -0.790195 -0.628716 0.260688 1.63 -1.19 0.01 0.354
F -0.988607 1.319865 -0.730359 -0.44 -0.27 0.29 0.197
F 1.998600 1.300162 0.408282 0.90 0.55 -0.16 0.302
H -3.408560 -0.174921 0.683077 0.09 -0.13 0.07 0.186
H -3.343199 1.311562 -0.221396 0.01 -0.01 -0.01 0.192
H 2.853671 -1.655710 -0.507392 -0.25 0.67 0.23 0.195
H 3.999006 -0.351694 -0.573137 -0.71 0.06 0.22 0.213
H -1.062289 -1.430430 0.815943 -0.71 -0.01 0.28 0.134
```
Forces are in eV/Å.

- total charge = +2
- HOMO-LUMO gap (spin up / spin down) (eV) = 11.38 / 7.04
- energy relative to the best compared isomer or geometry (same formula, charge and spin) (eV) = 3.686

The following is a DFT calculation (ωB97M-V/def2-TZVPD) of a molecular structure, C23H40NO2P3Ti.

XYZ file:
```
70
Properties=species:S:1:pos:R:3:forces:R:3:lowdin_charge:R:1
P 2.582214 -0.583607 -0.314265 1.17 0.05 -0.15 0.876
C 3.649937 -0.864550 1.159895 -1.05 0.26 0.41 -0.199
H 4.549763 -1.380258 0.815787 -0.13 0.08 0.01 0.083
H 3.101861 -1.462092 1.897436 0.40 -0.02 -0.10 0.059
H 3.922516 0.095282 1.599831 0.07 -0.09 0.07 0.067
C 2.956479 -2.130017 -1.220438 -0.95 0.11 -0.25 -0.202
H 2.871587 -1.975422 -2.301174 0.27 -0.21 0.42 0.036
H 2.228025 -2.885009 -0.906116 0.30 -0.13 -0.12 0.057
H 3.964437 -2.433702 -0.937260 -0.07 -0.03 -0.12 0.080
C 3.568930 0.714555 -1.154419 -0.72 0.01 -0.22 -0.210
H 4.540914 0.281456 -1.397064 0.07 0.13 0.06 0.096
H 3.671594 1.572785 -0.490652 0.30 -0.08 -0.07 0.052
H 3.069230 1.039592 -2.072541 0.41 0.04 0.29 0.020
P -0.905944 2.916944 -0.797284 -0.03 1.18 -0.47 0.835
C -1.149760 3.979561 0.647823 0.07 -0.35 0.53 -0.167
H -1.541082 4.945780 0.272928 0.18 -0.44 0.15 0.109
H -0.201286 4.138003 1.175808 -0.28 0.15 -0.10 0.072
H -1.871813 3.532566 1.341250 0.09 0.28 -0.08 0.071
C 0.303422 3.866769 -1.762249 0.09 -0.55 -0.22 -0.167
H 0.340528 3.494433 -2.789539 0.00 0.43 0.26 0.039
H 1.292509 3.773809 -1.310128 -0.02 0.26 -0.12 0.064
H -0.033337 4.908348 -1.730869 0.11 -0.07 -0.06 0.100
C -2.491863 3.041553 -1.658699 -0.02 -0.67 -0.22 -0.170
H -2.582460 4.076488 -2.003100 -0.09 -0.05 0.06 0.105
H -3.301939 2.781608 -0.977006 -0.07 0.28 -0.10 0.068
H -2.518566 2.359825 -2.511963 -0.22 0.32 0.16 0.036
P -1.930255 -1.767682 -0.231908 -0.36 -0.93 -0.20 0.873
C -2.900940 -2.413760 1.180517 0.62 0.53 0.48 -0.193
H -3.514393 -3.242147 0.791256 0.22 0.30 0.06 0.096
H -3.533438 -1.616982 1.584876 -0.15 -0.30 -0.07 0.067
H -2.236068 -2.771377 1.972316 -0.18 -0.04 -0.12 0.064
C -3.320361 -1.516365 -1.397717 0.70 0.41 -0.24 -0.189
H -4.079545 -2.256312 -1.151971 -0.08 0.02 -0.14 0.085
H -2.980022 -1.611684 -2.431983 -0.45 -0.10 0.37 0.029
H -3.715956 -0.508420 -1.244689 -0.23 -0.17 -0.09 0.059
C -0.963626 -3.225524 -0.739602 0.40 0.55 -0.17 -0.200
H -1.662283 -4.044202 -0.909839 0.03 -0.15 0.00 0.091
H -0.268872 -3.468488 0.069133 -0.14 -0.16 -0.03 0.069
H -0.386942 -3.008342 -1.646363 -0.24 -0.31 0.34 0.016
Ti -0.119712 0.341702 -0.457033 -0.47 0.10 0.08 0.688
C 1.150326 1.805975 0.483045 3.89 3.61 2.49 -0.199
O 1.886061 2.597541 0.944572 -3.79 -3.90 -2.27 0.183
C -2.022601 0.903385 0.454009 -3.98 0.68 1.93 -0.233
O -3.059361 1.175170 0.911212 4.28 -1.11 -1.87 0.185
C -1.356264 0.066762 -3.437791 -0.25 -0.06 -0.10 -0.071
C -0.753175 -1.195214 -3.344726 -0.29 -0.11 0.10 -0.087
C 0.630493 -1.310688 -3.285223 0.13 0.06 -0.33 -0.071
C 1.428809 -0.165992 -3.399593 0.06 -0.13 0.04 -0.083
C 0.839305 1.095852 -3.476674 0.01 0.05 -0.23 -0.070
C -0.558301 1.202500 -3.545695 0.22 0.44 0.11 -0.101
H -2.436497 0.151926 -3.576299 0.31 -0.03 0.02 0.137
H -1.360577 -2.101403 -3.438768 0.27 0.36 0.13 0.135
H 1.087930 -2.296786 -3.303070 -0.11 0.15 -0.03 0.131
H 2.505678 -0.272464 -3.548394 -0.35 0.06 0.17 0.134
H 1.463340 1.976425 -3.644407 -0.13 -0.30 0.02 0.135
H -1.008608 2.166589 -3.815057 0.21 -0.48 0.22 0.129
C 0.485321 -1.788532 6.146121 -0.32 -0.30 0.17 0.003
C 0.284852 -1.127335 4.812712 0.17 -0.17 0.58 -0.208
C 1.334978 -0.475262 4.167642 -0.08 0.27 -1.21 0.038
C 1.132898 0.064928 2.885361 1.08 -0.35 0.70 -0.147
N -0.013085 -0.057691 2.182812 -0.43 1.07 0.19 0.007
C -1.075005 -0.444932 2.930215 -0.52 -1.28 0.30 -0.136
C -0.960710 -1.069437 4.182484 -0.25 0.62 -0.70 0.039
H 1.170259 -2.643099 6.076394 0.03 0.22 -0.16 0.114
H 0.902953 -1.110869 6.908019 -0.13 -0.07 -0.41 0.121
H -0.457348 -2.194314 6.525626 0.14 0.18 -0.02 0.099
H 2.330282 -0.459624 4.616619 -0.31 0.32 -0.11 0.150
H 1.959157 0.639940 2.449202 -0.40 -0.61 0.05 0.079
H -2.082761 -0.333908 2.514406 0.64 -0.23 0.12 0.075
H -1.851857 -1.494579 4.662251 0.35 0.39 -0.21 0.149
```
Forces are in eV/Å.

- total charge = +4
- HOMO-LUMO gap (spin up / spin down) (eV) = 5.75 / 5.75

The following is a DFT calculation (ωB97M-V/def2-TZVPD) of 2 unconnected molecules or ions with the total composition C4H12N2.

XYZ file:
```
18
Properties=species:S:1:pos:R:3:forces:R:3:lowdin_charge:R:1
C 0.713962 1.062651 1.836812 2.36 -0.49 0.46 -0.108
C 1.376095 -0.236195 1.281407 -4.00 1.60 1.52 -0.237
C 2.630054 -0.261053 0.975453 0.11 -1.57 0.47 -0.034
H 1.378116 1.937132 1.844194 0.39 -0.33 -0.59 0.074
H 0.507721 1.035180 2.904064 0.01 -0.93 0.30 0.066
H -0.151102 1.385869 1.404311 -2.36 0.45 -1.38 -0.004
H 0.740448 -1.129404 1.194570 0.36 0.10 1.15 0.089
H 3.119547 -1.148223 1.266151 1.21 -1.08 -1.27 0.049
H 2.964856 0.603269 0.551364 2.19 2.30 -0.07 0.032
N -2.373345 -0.771255 -2.079324 0.35 0.65 -0.49 -0.052
C -1.476424 -0.462506 -0.860818 -0.31 -0.67 0.76 -0.322
N -0.390758 0.582888 -0.805111 -2.23 -0.64 -1.90 -0.012
H -2.416192 -0.308985 -3.052897 0.80 -0.69 2.72 0.087
H -2.501339 -1.781656 -2.170010 0.24 0.69 -0.06 0.038
H -0.955728 -1.358928 -0.585802 0.40 -0.92 -0.58 0.064
H -2.132961 -0.427325 0.101472 0.72 1.05 -1.81 0.125
H 0.257915 0.493389 -1.606487 -0.45 -0.45 0.57 0.087
H -0.924681 1.400875 -1.057012 0.21 0.92 0.20 0.058
```
Forces are in eV/Å.

- structure (SMILES) = C=CC.NCN
- total charge = 0
- HOMO-LUMO gap (eV) = 9.74
- energy relative to the best compared isomer or geometry (same formula, charge and spin) (eV) = 3.682

| no. | strongest force on any atom (Eh/bohr) |
| --- | --- |
| 1 | 0.0541 |
| 2 | 0.1147 |
| 3 | 0.0888 |